No. 1
Formula: C7H6NO4
Source: the Open Molecules 2025 dataset
Level of theory: the ωB97M-V functional and the def2-TZVPD basis

SMILES string = O=C([O-])O[C@]12C=CC=C[C@H]1N2O
Lowest unoccupied orbital energy = 3.84 eV
Charge = -1

Last column: Mulliken charge in e.
Atoms and positions in Å:
O  -1.29092  -4.27979  -0.65217  -0.630
C  -1.13888  -3.13680  -0.97180  0.624
O  -1.05750  -2.40442  -1.92072  -0.582
O  -0.96020  -2.42887  0.52233  -0.549
C  -0.63424  -1.12106  0.49321  1.094
C  -1.55030  -0.10989  -0.23383  -0.697
C  -1.07932  1.12045  -0.50843  -0.643
C  0.28572  1.37948  -0.39603  -0.204
C  1.28122  0.50390  -0.09949  -0.470
C  0.97055  -0.74837  0.50417  -0.491
N  0.08148  -0.50217  1.59256  -0.229
O  0.22668  -1.40949  2.62568  -0.509
H  -2.32936  -0.55929  -0.68325  0.547
H  -1.67472  1.85596  -0.92039  0.443
H  0.57774  2.41461  -0.78663  0.162
H  2.29436  0.85889  -0.27900  0.336
H  1.72580  -1.53169  0.70427  0.463
H  -0.57497  -2.03426  2.72131  0.333

***

No. 2
Formula: C7H6NO7Yb
Source: the Open Molecules 2025 dataset
Level of theory: the ωB97M-V functional and the def2-TZVPD basis

Lowest unoccupied orbital energy (spin up / spin down) = -10.09 / -10.05 eV
⟨S²⟩ = 0.823
2S+1 = 2
Charge = +2

Last column: Mulliken spin population.
Atoms and positions in Å:
O  -0.71977  1.88545  -2.89094  0.065
C  -1.00702  1.53388  -1.77648  0.168
Yb  -0.71083  -0.51678  -2.37611  0.633
O  0.25026  2.81457  -0.27264  0.090
C  -0.54688  1.88109  -0.36724  -0.003
C  -0.85671  0.84054  0.67526  0.043
O  -0.02186  0.52214  1.53921  0.032
C  -2.14713  0.13068  0.41666  -0.024
O  -2.21571  -0.71435  -0.53344  -0.004
C  -3.32774  0.68189  1.03232  -0.003
O  -4.19550  1.39559  0.60589  0.004
H  -3.11789  0.15312  1.96399  0.002
N  1.82178  -1.53850  1.20804  0.000
C  2.42965  -0.71363  0.11787  0.000
C  1.44430  -0.78314  -1.02083  -0.009
O  0.64309  -1.78542  -1.04996  0.001
O  1.34816  0.18901  -1.84791  0.004
H  1.07276  -0.96651  1.66088  0.000
H  2.51638  -1.81940  1.89978  0.000
H  1.38160  -2.35559  0.75132  0.000
H  2.57278  0.31504  0.45408  0.000
H  3.38627  -1.14970  -0.18974  0.000

***

No. 3
Formula: C7H6NRuSe5
Source: the Open Molecules 2025 dataset
Level of theory: the ωB97M-V functional and the def2-TZVPD basis

Lowest unoccupied orbital energy (spin up / spin down) = -3.76 / -6.26 eV
⟨S²⟩ = 6.067
2S+1 = 5
Charge = +1

Last column: Mulliken spin population.
Atoms and positions in Å:
Ru  0.06537  -0.08234  0.00101  1.504
C  0.55418  -2.22933  1.06133  -0.010
C  1.21225  -1.26921  1.84958  0.019
C  0.48271  -0.24401  2.46015  0.073
C  -0.89767  -0.15985  2.22814  -0.051
C  -1.57427  -1.17480  1.51820  0.022
C  -0.84843  -2.22567  0.95995  0.061
H  1.12951  -2.99738  0.56341  -0.006
H  2.28868  -1.30791  1.94841  0.006
H  0.98286  0.51393  3.04619  0.006
H  -1.45898  0.67224  2.63114  -0.002
H  -2.64631  -1.11951  1.39168  0.000
H  -1.35015  -2.99050  0.38294  0.001
Se  -0.43818  -0.98793  -2.23376  0.587
Se  0.14549  0.63065  -3.68970  0.339
Se  1.88305  1.86164  -2.63258  0.322
Se  2.24118  0.82603  -0.65912  0.570
Se  -1.83635  4.09821  -1.47596  0.597
C  -1.19709  2.58941  -0.86965  -0.127
N  -0.75654  1.57459  -0.47914  0.087

***

For the records above, the corresponding energy relative to the best compared isomer or geometry (same formula, charge and spin) values read 86.09; 70.84; 0.00 kcal per mole.